[1]
Formula: C18H27N2
Source: OMol25
Level of theory: the ωB97M-V functional and the def2-TZVPD basis

Values from the calculation:
Energy above the lowest of the compared OMol25 structures with the same formula, charge and spin ... 222.4 kJ/mol
Highest occupied orbital energy ... -10.84 eV
LUMO level ... -2.121 eV
Total charge ... +1
SMILES ... C[C@@H]1CCC[N@H+]1[C@H](/C=C/N1CCCC1)c1ccccc1

Geometry as XYZ:
```
47
Properties=species:S:1:pos:R:3:forces:R:3
C -4.75192 -2.65625 0.04586 0.31 -0.21 0.35
C -5.53070 -1.40616 -0.30203 -0.07 0.98 -0.36
C -4.52174 -0.24744 -0.32689 0.42 0.70 0.24
N -3.17207 -0.86289 -0.24336 -0.06 0.53 0.19
C -2.04590 -0.09389 -0.24087 0.04 -0.11 -0.69
C -0.74743 -0.50950 -0.06709 -0.57 -0.29 0.75
C 0.50431 0.23639 -0.40902 0.56 -0.20 -0.47
C 1.62724 -0.79879 -0.71247 -0.69 0.74 -0.09
C 2.35403 -0.65957 -1.88217 1.36 -0.73 -0.24
C 3.47670 -1.49260 -2.14290 -1.39 0.09 0.21
C 3.78216 -2.51812 -1.24242 1.04 0.30 -0.04
C 3.03640 -2.69606 -0.08020 -1.13 0.18 0.03
C 1.91236 -1.86063 0.15215 0.85 -0.66 0.06
C -3.25712 -2.30333 0.02142 0.59 -0.08 -0.06
H -5.02089 -2.99572 1.03954 -0.04 -0.14 0.12
H -4.97898 -3.45774 -0.64537 0.05 -0.18 -0.07
H -6.02070 -1.48003 -1.27488 0.05 -0.09 0.12
H -6.29750 -1.17604 0.43566 -0.07 -0.15 -0.08
H -4.59699 0.36963 -1.24038 0.03 -0.30 0.33
H -4.66785 0.43280 0.53961 0.05 -0.36 -0.43
H -2.24083 0.95786 -0.52930 0.01 -0.62 0.19
H -0.61179 -1.56568 0.20875 -0.01 0.62 -0.16
H 0.33733 0.99140 -1.19968 0.22 -0.70 -0.04
H 2.03984 0.06514 -2.61912 0.14 0.21 -0.02
H 4.00622 -1.38916 -3.09086 -0.02 -0.01 0.38
H 4.68132 -3.13587 -1.41956 -0.73 0.28 0.05
H 3.24929 -3.53590 0.60823 -0.13 0.69 -0.50
H 1.25273 -2.12426 0.97996 0.26 0.36 -0.01
H -2.77065 -2.55864 0.97397 -0.07 0.13 -0.13
H -2.73488 -2.87274 -0.76012 0.03 0.25 0.07
C 3.64589 1.46371 1.07030 -0.16 -0.31 0.27
C 2.48456 2.02076 0.27589 -0.59 0.05 0.08
C 2.24779 3.50495 0.64871 0.00 -0.18 0.58
C 0.73130 3.69922 0.86198 -0.04 0.04 0.14
C 0.16467 2.29641 1.16930 0.47 -0.35 0.48
N 1.16464 1.25591 0.69107 -0.52 0.03 -1.09
H 4.56114 2.01580 0.78431 -0.41 -0.38 0.36
H 3.38692 1.63657 2.13695 0.58 -0.08 -0.44
H 3.77998 0.37922 0.92436 0.10 0.42 -0.12
H 2.65961 1.94423 -0.80306 -0.46 -0.46 0.19
H 2.77287 3.65373 1.62172 -0.25 0.28 -0.82
H 2.64770 4.18748 -0.13413 -0.16 -0.49 0.72
H 0.52524 4.30055 1.77147 0.14 0.04 -0.85
H 0.29338 4.19466 -0.04158 0.02 -0.62 0.90
H 0.11088 2.03914 2.23687 -0.27 0.82 -0.17
H -0.83147 2.14004 0.75888 0.22 -0.27 -0.16
H 1.36289 0.61137 1.45050 0.31 0.22 0.21
```
Forces are in eV/Å.


[2]
Formula: C40H117N7O15
Source: OMol25
Level of theory: the ωB97M-V functional and the def2-TZVPD basis

Values from the calculation:
2S+1 ... 2
Highest occupied orbital energy (spin up / spin down) ... -10.26 / -10.26 eV
LUMO level (spin up / spin down) ... -3.206 / -8.672 eV
Total charge ... +1

Geometry as XYZ:
```
179
Properties=species:S:1:pos:R:3:forces:R:3
O 16.73551 -16.51894 25.57187 1.02 0.12 0.37
H 16.38572 -16.12154 24.77441 -0.17 0.06 -0.65
H 15.97736 -16.92906 25.98810 -0.29 -0.48 -0.01
O 19.19377 -11.38888 25.23584 -0.14 0.38 -0.44
H 20.14255 -11.30101 25.32705 0.20 -0.02 0.15
H 18.98516 -12.21107 25.67935 0.02 -0.52 0.34
C 25.93024 -12.27833 17.59909 -0.14 0.89 0.81
C 24.45784 -12.02936 17.25010 0.07 0.45 0.83
C 23.35615 -11.73323 18.26884 3.67 0.04 1.54
O 22.21710 -11.95043 17.59601 -2.19 -0.52 0.43
C 21.08034 -11.89576 18.53702 -0.44 0.71 -2.21
N 24.39722 -11.02734 16.27635 -2.33 -1.60 -0.60
H 25.91567 -12.95507 18.45344 0.59 -0.47 -0.55
H 26.32015 -11.32014 17.94252 0.06 0.00 0.22
H 26.47786 -12.48550 16.67969 0.11 -0.78 0.41
H 24.10220 -12.91882 16.73000 0.05 -0.81 -0.41
H 23.48898 -10.72341 18.65706 -0.21 0.64 -0.12
H 23.53290 -12.33528 19.16013 -0.31 -0.56 0.05
H 21.13132 -10.93680 19.05267 -0.02 -0.26 0.43
H 20.96211 -12.78550 19.15548 0.40 0.31 0.07
H 20.26312 -11.85323 17.81700 -0.45 -0.05 0.45
H 23.51114 -10.56959 16.43582 -0.21 1.63 -0.27
H 24.36061 -11.46816 15.36837 1.11 0.73 -1.07
C 14.38787 -10.62025 21.14903 0.24 -0.96 -0.88
C 12.86348 -10.48664 20.94793 1.19 -2.44 1.65
C 12.06253 -11.43597 21.90130 0.73 0.37 -0.35
O 10.69652 -11.09966 21.75434 0.36 0.10 0.17
C 9.79265 -11.88926 22.48412 -0.93 -0.41 -0.80
N 12.53699 -9.16003 21.33341 -1.11 1.08 -0.91
H 14.70495 -10.19269 22.10021 -0.20 0.11 -0.06
H 14.96144 -10.17899 20.33391 -0.22 0.85 -0.04
H 14.80790 -11.62259 21.06539 -0.53 -0.54 0.43
H 12.48394 -10.61011 19.93363 0.51 -0.89 -0.31
H 12.39053 -11.29221 22.93079 0.05 0.53 0.31
H 12.29183 -12.48896 21.73776 -0.35 -0.25 -0.65
H 9.90457 -12.93025 22.18095 0.13 -0.26 0.31
H 8.79270 -11.60242 22.15869 0.01 0.14 -0.15
H 9.75073 -11.78980 23.56877 0.79 0.18 0.17
H 12.79555 -8.69408 20.47543 0.56 1.27 0.09
H 11.56170 -9.27703 21.09839 -1.18 1.14 0.94
C 16.84737 -16.24797 14.16230 0.82 0.45 1.14
C 18.38046 -16.17381 13.84678 -1.81 1.41 0.71
C 19.35643 -16.70628 14.87497 0.65 -1.64 0.73
O 19.15809 -16.48408 16.29862 -0.12 -0.36 -0.74
C 19.09908 -15.12824 16.65642 -0.98 0.45 0.44
N 18.47399 -16.72491 12.51249 0.95 -0.83 0.02
H 16.60863 -15.94750 15.18251 0.21 0.19 0.18
H 16.47694 -17.27236 14.12361 0.12 -0.10 -0.37
H 16.25539 -15.59398 13.52201 0.23 -0.21 -0.28
H 18.76427 -15.15369 13.83438 -1.01 0.41 -0.64
H 20.33757 -16.31664 14.60361 0.26 0.22 0.02
H 19.45357 -17.78307 14.73642 -0.15 -0.26 0.47
H 18.60875 -14.95868 17.61503 -0.53 -0.81 0.13
H 18.44845 -14.61987 15.94485 0.59 0.64 -0.08
H 20.04496 -14.65401 16.91817 0.67 0.08 -1.09
H 19.37292 -17.17426 12.41195 0.70 0.28 -0.42
H 17.88523 -17.54522 12.48893 -0.54 -0.08 -0.14
C 21.48219 -16.77473 20.22203 -0.52 -2.58 1.43
C 21.24987 -15.32731 20.11719 1.78 0.28 2.19
C 21.63166 -14.63157 21.45951 -2.06 0.37 -1.73
O 20.42102 -14.76477 22.16585 -0.16 -0.33 1.00
C 20.53666 -14.81327 23.55980 0.08 0.01 0.77
N 22.24047 -15.01293 19.13836 0.10 1.72 -1.84
H 22.53593 -17.04107 20.30450 0.26 0.46 -0.89
H 20.97966 -17.27146 19.39208 0.24 -0.43 0.09
H 21.19781 -17.25463 21.15847 -1.17 0.17 0.03
H 20.22870 -15.11508 19.80056 -0.21 0.34 0.37
H 21.72826 -13.55290 21.33605 0.67 0.38 -0.31
H 22.56485 -15.03312 21.85450 -0.25 -0.36 0.47
H 20.81441 -13.88423 24.05763 0.46 0.51 -0.39
H 21.26780 -15.57378 23.83396 -0.10 -0.20 0.28
H 19.57208 -14.99640 24.03322 -0.05 -0.52 -0.37
H 22.19732 -14.01697 18.97617 0.34 0.31 -0.11
H 21.74604 -15.35181 18.32547 0.75 -0.41 -1.02
C 16.92864 -12.18681 28.44588 0.83 -1.02 -0.86
C 17.86762 -12.30163 29.66469 -0.76 3.18 -1.33
C 19.00036 -11.17135 29.57305 0.03 -1.53 -0.34
O 20.04016 -11.45512 30.47031 2.08 0.37 1.06
C 21.13620 -10.51328 30.31959 -0.51 0.44 0.23
N 16.99265 -12.06693 30.77889 0.80 -0.78 1.87
H 16.20587 -13.00265 28.43582 0.40 -0.51 -0.01
H 17.58509 -12.23144 27.57687 -0.43 -0.12 -0.46
H 16.23395 -11.35679 28.31720 0.66 0.75 0.67
H 18.34196 -13.27919 29.75117 -0.09 0.06 -0.16
H 18.65389 -10.17081 29.83189 -0.66 0.12 -0.45
H 19.49263 -11.20863 28.60126 -0.53 0.33 -0.64
H 21.67318 -10.55284 29.37186 -0.32 -0.53 -0.39
H 21.91668 -10.52241 31.08043 -0.38 -1.09 0.39
H 20.80580 -9.47872 30.41241 -0.64 0.15 -0.18
H 16.71529 -11.09931 30.86186 -0.16 0.25 -0.49
H 17.64714 -12.16919 31.54131 -0.38 -0.14 1.05
C 16.26569 -13.37822 24.52577 -0.41 0.19 -0.73
C 16.39557 -13.75930 23.06104 -0.45 0.57 0.95
C 17.37449 -12.83610 22.28801 -1.23 -2.13 1.28
O 17.37763 -13.45293 21.01655 -0.08 -0.06 -0.66
C 17.99263 -12.72047 19.98456 -0.95 0.56 0.63
N 16.69627 -15.18008 23.06121 1.02 0.58 -0.94
H 16.00964 -12.32204 24.60958 -0.25 -0.09 0.41
H 17.18217 -13.57306 25.08273 0.12 0.00 -0.06
H 15.50464 -14.07440 24.87825 -0.14 0.54 0.60
H 15.42400 -13.76752 22.56697 -0.27 0.84 -0.03
H 18.31065 -12.92415 22.83933 0.60 0.26 -0.43
H 16.98079 -11.82364 22.37753 0.11 0.25 -0.69
H 17.68622 -13.08731 19.00494 0.47 -0.64 0.06
H 19.06406 -12.69623 20.18344 0.12 0.28 -0.43
H 17.49218 -11.75275 20.01880 0.70 0.74 -0.10
H 17.63019 -15.21939 23.44375 0.48 -0.53 0.37
H 16.87700 -15.32609 22.07829 -0.14 -0.79 -0.24
C 18.13047 -12.71426 13.57535 -0.60 0.41 0.99
C 18.21590 -11.19454 13.87448 -0.01 -1.30 0.62
C 18.83223 -10.84189 15.30830 -1.13 -1.18 -1.39
O 18.02606 -11.50659 16.30884 1.96 1.33 -0.60
C 16.76072 -10.94487 16.51969 -0.28 -0.73 0.49
N 18.86906 -10.48955 12.84690 1.75 1.39 -0.61
H 19.05382 -13.25024 13.35572 0.48 0.51 0.45
H 17.51889 -12.98569 12.71488 -0.38 0.47 0.03
H 17.66095 -13.09912 14.48064 0.00 -0.73 -0.14
H 17.20745 -10.78179 13.90211 -0.23 -0.26 0.21
H 18.90568 -9.75437 15.30583 -0.63 0.28 0.67
H 19.85238 -11.17144 15.50524 0.10 -0.50 -0.44
H 16.46047 -11.53435 17.38599 -0.88 0.26 -0.14
H 16.14191 -11.11834 15.63930 -0.42 0.04 0.24
H 16.73592 -9.89057 16.79525 0.36 0.18 -0.12
H 18.58369 -10.72922 11.90817 -0.36 -0.09 0.07
H 19.84890 -10.72902 12.89860 0.34 0.13 -0.29
C 14.28681 -15.72446 27.25127 -0.38 1.00 0.82
C 13.69624 -17.10340 27.31984 0.46 0.38 1.19
O 14.27692 -17.69833 26.22627 0.14 -1.71 -2.10
H 13.91659 -15.09673 28.06181 0.06 0.15 -0.03
H 14.06445 -15.24310 26.29893 -0.40 -0.07 0.00
H 15.37657 -15.73507 27.27131 -0.14 -0.16 0.46
H 12.60838 -17.16984 27.33570 -0.19 0.36 -0.30
H 14.04236 -17.68302 28.17561 -0.06 0.43 0.68
H 14.05899 -18.63323 26.23474 0.13 -0.18 -0.29
C 15.18166 -14.23883 17.63386 -0.04 -0.67 -0.05
C 14.40819 -14.84980 18.87473 0.69 0.12 -2.11
O 14.35523 -13.98560 19.97308 0.09 0.27 0.14
H 16.26683 -14.33636 17.66518 0.36 0.46 1.08
H 14.92869 -13.21965 17.34166 -0.23 -0.02 0.35
H 15.12068 -14.83572 16.72386 -1.10 -0.31 -0.07
H 14.94025 -15.77095 19.11241 -0.18 -0.24 0.20
H 13.37991 -15.08494 18.60007 0.09 -0.02 -0.01
H 15.25688 -13.67065 20.07021 0.30 0.22 0.61
C 17.20093 -17.35041 20.74238 -0.40 -0.30 -1.87
C 17.60876 -17.15399 19.22913 0.79 1.24 1.00
O 18.40690 -18.18936 18.69523 -0.29 -0.80 0.70
H 17.85059 -16.91217 21.50000 0.56 -0.52 -0.43
H 17.03107 -18.42136 20.85335 0.13 0.04 0.49
H 16.24703 -16.84979 20.90836 -0.21 -0.14 -0.17
H 18.22171 -16.25400 19.17995 0.06 0.48 0.22
H 16.76528 -16.90705 18.58442 -0.45 -0.49 0.08
H 18.73238 -17.92985 17.83018 -0.08 0.28 -0.21
C 12.30354 -14.55766 23.86617 -1.41 0.74 1.41
C 12.70067 -15.72060 23.05842 -0.27 1.33 -1.23
O 12.18311 -15.39441 21.70817 1.02 -1.24 0.94
H 11.29397 -14.24912 23.59472 -0.16 -0.09 0.21
H 12.91956 -13.67244 23.70804 0.28 -0.15 0.10
H 12.29890 -14.86927 24.91067 0.09 0.48 0.31
H 12.28198 -16.64718 23.45117 0.10 -0.05 -0.47
H 13.78137 -15.64568 23.17905 0.37 -1.16 -0.90
H 12.93340 -15.01005 21.24889 0.14 0.18 -0.36
C 20.27928 -15.31950 28.55290 0.26 0.47 0.76
C 20.52644 -14.94657 27.11735 0.15 0.11 0.14
O 19.38091 -14.16763 26.69307 0.90 -0.62 -0.79
H 20.92504 -16.12864 28.89405 -0.14 -0.08 0.01
H 19.22359 -15.57920 28.63145 0.06 -0.54 -0.04
H 20.37082 -14.49260 29.25715 0.31 0.21 -0.12
H 20.75041 -15.88583 26.61167 -1.07 -0.23 -0.76
H 21.43542 -14.41793 26.83032 -0.05 0.73 0.76
H 18.72771 -14.83244 26.46294 -0.65 -0.05 -0.05
C 20.68248 -9.75711 21.77592 0.57 -0.11 0.62
C 20.58169 -9.09920 23.14403 -2.95 0.94 -1.29
O 20.96424 -7.70855 23.00706 1.49 -0.85 1.00
H 21.74157 -9.59079 21.57907 0.02 -0.26 -0.98
H 20.00400 -9.29408 21.05941 0.28 0.26 -0.09
H 20.44105 -10.82001 21.78286 0.12 -0.14 0.21
H 21.00907 -9.73545 23.91903 0.90 1.00 0.07
H 19.52324 -9.03517 23.39639 -0.17 -0.47 0.36
H 20.36430 -7.23255 22.42819 -0.29 -0.40 0.04
```
Forces are in eV/Å.


[3]
Formula: C8H22N2O
Source: OMol25
Level of theory: the ωB97M-V functional and the def2-TZVPD basis

Values from the calculation:
2S+1 ... 3
Highest occupied orbital energy (spin up / spin down) ... -11.23 / -17.98 eV
LUMO level (spin up / spin down) ... -6.351 / -7.657 eV
Total charge ... +2

Geometry as XYZ:
```
33
Properties=species:S:1:pos:R:3:forces:R:3
C 2.41957 0.55729 -1.15678 0.86 -0.84 -3.48
C -2.32862 -0.12657 0.53526 -1.96 0.13 3.23
C -0.44653 -1.86388 0.98737 -2.05 0.07 -2.06
C 2.20125 0.67261 2.50654 -1.21 0.55 0.48
C 4.06238 1.15177 0.99603 0.20 0.30 -1.17
C 1.93398 0.48791 0.17992 -0.71 0.23 1.06
C -0.98541 -0.78416 -1.31635 1.44 -0.81 -5.00
C -1.24726 -0.88866 0.02564 1.07 -1.20 6.39
N -4.74586 0.03128 -2.02989 0.50 -0.21 -4.48
N 2.73179 0.67615 1.16002 -2.61 -0.73 1.34
O -1.72758 -0.04880 -2.18747 -0.72 -0.03 -0.09
H 3.39586 -0.03783 -1.31981 -1.68 0.46 0.26
H 2.75545 1.54959 -1.55660 -0.60 -0.37 0.73
H 1.58256 0.18458 -1.81541 1.36 0.41 0.35
H -3.29725 -0.73835 0.52824 0.35 0.59 -0.50
H -2.25149 -0.04836 1.66248 0.02 0.31 -1.11
H -2.49166 0.87570 0.12793 -0.07 -0.19 -0.14
H -0.34625 -2.85682 0.54481 0.31 0.04 -0.46
H 0.51834 -1.59224 1.37764 0.57 0.54 -0.16
H -1.06820 -2.08243 1.82588 -0.52 0.24 0.84
H 1.10238 0.77801 2.57073 0.59 0.37 -0.46
H 2.38000 -0.23556 2.99619 0.74 -1.54 0.56
H 2.70772 1.43448 3.05980 0.00 0.60 0.40
H 3.79025 2.17037 0.66333 1.54 -0.19 -0.53
H 4.60739 1.22205 1.91391 0.08 -0.22 0.55
H 4.54871 0.43643 0.30868 0.27 1.09 0.04
H 0.83546 0.31007 0.38984 1.48 0.14 -0.07
H -0.06831 -1.04383 -1.72656 1.69 -0.52 -0.51
H -4.90068 0.88151 -2.64836 0.79 -1.18 0.74
H -5.25284 0.17247 -1.25043 -1.10 1.36 4.67
H -5.39034 -0.68095 -2.37159 0.43 -0.64 -1.16
H -3.76504 -0.33851 -1.96550 -0.55 0.78 0.13
H -1.25974 -0.22533 -3.01550 -0.54 0.46 -0.37
```
Forces are in eV/Å.


Number 1: F_max 1.56 eV Å⁻¹, calculated total energy -811.33213 a.u.. Number 2: F_max 3.98 eV Å⁻¹, calculated total energy -3105.35289 a.u.. Number 3: F_max 6.59 eV Å⁻¹, calculated total energy -501.95798 a.u..